[1]
C27H67FINO9 | ωB97M-V/def2-TZVPD

Results
* multiplicity: 1
* total charge: 0
* E_tot: -2198.3558 Eh
* SMILES: C[C@H](I)CN(C(=O)O)[C@@H](C)F.CC(C)O.CC(C)O.CC(C)O.CC(C)O.CC(C)O.CC(C)O.CC(C)O

Geometry as XYZ:
```
106
Properties=species:S:1:pos:R:3:lowdin_charge:R:1
C 3.61 0.81 1.06 -0.20
C 3.25 0.49 -0.48 -0.69
I 2.44 2.33 -1.32 0.82
C 2.25 -0.79 -0.61 -0.19
N 0.91 -0.35 -1.03 -0.08
C 0.62 -0.59 -2.42 -0.47
O 1.39 -1.04 -3.28 0.09
O -0.68 -0.19 -2.88 0.00
C -0.17 -0.77 -0.11 -0.30
C -1.17 0.49 0.12 -0.03
F -0.94 -1.89 -0.54 -0.03
H 2.70 1.11 1.67 0.06
H 4.31 1.72 1.07 0.05
H 4.14 -0.11 1.50 0.09
H 4.21 0.24 -1.03 0.08
H 2.76 -1.54 -1.28 0.13
H 2.26 -1.26 0.44 0.13
H -0.53 0.68 -3.34 0.09
H 0.20 -1.03 0.94 0.16
H -1.58 0.50 1.18 0.08
H -0.56 1.44 -0.02 0.06
H -2.00 0.43 -0.66 0.09
C -3.26 -4.15 -0.14 -0.07
C -3.32 -4.82 1.22 -0.50
C -4.03 -6.17 1.14 -0.06
O -4.00 -3.98 2.14 -0.06
H -4.27 -3.95 -0.52 0.08
H -2.76 -3.18 -0.07 0.06
H -2.73 -4.77 -0.87 0.08
H -2.30 -4.97 1.60 0.14
H -5.06 -6.04 0.81 0.08
H -4.07 -6.64 2.13 0.06
H -3.52 -6.84 0.45 0.08
H -4.90 -3.84 1.81 0.09
C -3.13 -3.05 -3.63 -0.06
C -3.39 -2.59 -5.06 -0.49
C -2.18 -2.84 -5.95 -0.06
O -3.70 -1.20 -5.06 -0.07
H -2.29 -2.50 -3.20 0.07
H -4.00 -2.85 -3.00 0.08
H -2.90 -4.12 -3.60 0.08
H -4.25 -3.12 -5.46 0.14
H -1.31 -2.28 -5.59 0.08
H -2.38 -2.49 -6.97 0.08
H -1.92 -3.90 -5.98 0.08
H -2.94 -0.73 -4.70 0.07
C -3.90 2.10 -5.09 -0.05
C -2.72 2.66 -4.31 -0.47
C -2.34 4.05 -4.80 -0.06
O -1.60 1.78 -4.44 -0.07
H -3.65 2.00 -6.16 0.09
H -4.15 1.10 -4.74 0.06
H -4.78 2.74 -5.00 0.09
H -2.98 2.70 -3.25 0.14
H -2.04 4.02 -5.85 0.08
H -1.49 4.43 -4.24 0.07
H -3.18 4.74 -4.70 0.09
H -1.37 1.73 -5.38 0.11
C -4.10 -6.40 5.40 -0.07
C -3.22 -7.24 6.32 -0.50
C -2.61 -8.42 5.58 -0.07
O -4.00 -7.72 7.42 -0.06
H -4.93 -7.00 5.01 0.08
H -4.54 -5.57 5.95 0.08
H -3.52 -6.01 4.56 0.07
H -2.43 -6.62 6.74 0.14
H -3.39 -9.08 5.19 0.08
H -2.00 -9.02 6.26 0.08
H -1.99 -8.09 4.75 0.08
H -4.71 -8.27 7.06 0.09
C 1.94 1.09 5.30 -0.06
C 3.33 1.62 4.99 -0.50
C 3.88 2.44 6.15 -0.06
O 3.29 2.42 3.81 -0.07
H 1.24 1.92 5.46 0.08
H 1.55 0.51 4.45 0.07
H 1.94 0.46 6.19 0.08
H 4.00 0.78 4.79 0.14
H 3.24 3.31 6.34 0.08
H 4.87 2.82 5.91 0.08
H 3.94 1.85 7.06 0.08
H 2.70 3.16 3.98 0.09
C -1.60 6.75 -2.14 -0.07
C -0.41 7.31 -1.37 -0.50
C -0.03 8.70 -1.87 -0.07
O 0.71 6.43 -1.51 -0.06
H -1.36 6.65 -3.21 0.07
H -1.85 5.75 -1.78 0.08
H -2.47 7.39 -2.04 0.08
H -0.65 7.36 -0.31 0.14
H 0.26 8.66 -2.93 0.08
H 0.82 9.08 -1.32 0.08
H -0.87 9.40 -1.76 0.08
H 0.93 6.38 -2.45 0.09
C 7.97 3.26 1.67 -0.06
C 8.32 2.28 0.56 -0.50
C 8.61 3.00 -0.74 -0.07
O 7.24 1.36 0.38 -0.07
H 7.07 3.82 1.42 0.08
H 7.76 2.72 2.60 0.08
H 8.79 3.96 1.85 0.08
H 9.20 1.69 0.86 0.14
H 7.73 3.56 -1.08 0.08
H 8.85 2.28 -1.53 0.08
H 9.44 3.69 -0.64 0.08
H 6.46 1.87 0.12 0.07
```

[2]
C27H67NO7 | ωB97M-V/def2-TZVPD

Results
* multiplicity: 1
* total charge: 0
* energy relative to the best compared isomer or geometry (same formula, charge and spin): 30.7 kcal per mole
* E_tot: -1650.2415 Eh
* SMILES: CC1(C)CCCC(C)(C)N1O.CC(C)O.CC(C)O.CC(C)O.CC(C)O.CC(C)O.CC(C)O

Geometry as XYZ:
```
102
Properties=species:S:1:pos:R:3:lowdin_charge:R:1
C -1.86 2.06 -2.56 -0.03
C -1.97 0.85 -1.63 -0.49
C -3.41 0.27 -1.71 -0.02
C -0.98 -0.21 -2.15 -0.14
C -0.57 -1.24 -1.12 -0.16
C -0.09 -0.57 0.17 -0.13
C -1.02 0.50 0.77 -0.49
C -2.10 -0.27 1.55 -0.02
C -0.16 1.33 1.73 -0.01
N -1.60 1.32 -0.28 -0.11
O -2.25 2.49 0.14 -0.03
H -2.59 2.81 -2.26 0.07
H -0.86 2.49 -2.52 0.07
H -2.11 1.70 -3.56 0.09
H -3.71 -0.42 -0.93 0.07
H -4.11 1.11 -1.71 0.08
H -3.52 -0.25 -2.66 0.08
H -1.47 -0.79 -2.94 0.09
H -0.16 0.27 -2.68 0.12
H -1.44 -1.86 -0.90 0.11
H 0.20 -1.92 -1.51 0.11
H 0.96 -0.30 0.09 0.09
H -0.05 -1.41 0.87 0.11
H -2.66 -0.93 0.88 0.07
H -2.88 0.39 1.96 0.08
H -1.72 -0.86 2.39 0.07
H -0.66 2.24 2.07 0.08
H 0.79 1.58 1.27 0.06
H 0.09 0.69 2.59 0.07
H -3.03 2.16 0.62 0.10
C -0.15 -4.72 1.52 -0.05
C -0.02 -5.89 2.52 -0.47
C 0.39 -7.24 1.92 -0.05
O 0.92 -5.53 3.54 -0.07
H -0.83 -3.95 1.89 0.07
H -0.53 -5.12 0.58 0.08
H 0.83 -4.27 1.38 0.07
H -1.00 -6.00 2.98 0.14
H 1.47 -7.40 1.78 0.08
H -0.15 -7.51 1.02 0.08
H 0.23 -7.95 2.74 0.08
H 1.81 -5.60 3.19 0.09
C -2.76 -3.09 -6.69 -0.07
C -1.69 -2.05 -7.02 -0.50
C -1.36 -1.24 -5.77 -0.07
O -0.52 -2.73 -7.46 -0.04
H -2.66 -3.95 -7.36 0.08
H -3.78 -2.73 -6.83 0.08
H -2.69 -3.52 -5.69 0.08
H -2.08 -1.35 -7.76 0.13
H -2.24 -0.69 -5.43 0.08
H -0.60 -0.53 -6.09 0.08
H -1.00 -1.91 -4.99 0.08
H -0.18 -2.37 -8.28 0.09
C -0.23 -1.17 5.68 -0.05
C 0.32 -2.40 4.95 -0.49
C 1.51 -2.04 4.11 -0.07
O 0.83 -3.36 5.90 -0.06
H -0.78 -0.46 5.08 0.07
H 0.64 -0.67 6.11 0.08
H -0.86 -1.50 6.51 0.08
H -0.48 -2.94 4.42 0.13
H 1.35 -1.16 3.47 0.06
H 1.87 -2.81 3.43 0.06
H 2.27 -1.72 4.83 0.09
H 0.64 -4.22 5.50 0.06
C -2.05 6.57 -0.97 -0.05
C -2.54 6.63 0.49 -0.50
C -2.06 5.43 1.29 -0.05
O -2.29 7.85 1.15 -0.04
H -2.52 5.69 -1.42 0.07
H -0.96 6.45 -0.99 0.07
H -2.41 7.43 -1.54 0.07
H -3.63 6.52 0.37 0.13
H -0.99 5.20 1.26 0.06
H -2.53 4.54 0.86 0.06
H -2.26 5.59 2.35 0.08
H -2.62 8.58 0.63 0.09
C 1.30 3.98 -0.33 -0.04
C 2.47 3.02 -0.41 -0.49
C 3.33 3.08 -1.63 -0.05
O 3.34 3.05 0.75 -0.06
H 0.67 3.64 -1.15 0.08
H 1.50 5.00 -0.68 0.08
H 0.81 3.99 0.64 0.06
H 2.05 2.01 -0.36 0.11
H 2.95 2.56 -2.52 0.09
H 4.32 2.67 -1.42 0.07
H 3.48 4.10 -2.00 0.08
H 2.82 3.37 1.50 0.08
C 5.45 -0.28 1.88 -0.05
C 4.85 -0.87 0.62 -0.45
C 3.46 -1.44 0.80 -0.08
O 4.71 0.18 -0.37 -0.08
H 5.96 -1.04 2.47 0.08
H 4.65 0.13 2.51 0.08
H 6.11 0.55 1.65 0.08
H 5.44 -1.62 0.09 0.14
H 2.89 -1.52 -0.12 0.07
H 2.86 -1.00 1.60 0.06
H 3.46 -2.45 1.24 0.08
H 4.41 0.98 0.10 0.05
```

[3]
C27H68O33S10 | ωB97M-V/def2-TZVPD

Results
* multiplicity: 1
* total charge: 0
* energy relative to the best compared isomer or geometry (same formula, charge and spin): 0.0 kcal per mole
* E_tot: -7534.1930 Eh
* SMILES: CCOS(C)(=O)=O.CCOS(C)(=O)=O.CCOS(C)(=O)=O.CCOS(C)(=O)=O.CCOS(C)(=O)=O.CCOS(C)(=O)=O.CCOS(C)(=O)=O.O=S1(=O)OCCO1.O=S1(=O)OCCO1.O=S1(=O)OCCO1

Geometry as XYZ:
```
138
Properties=species:S:1:pos:R:3:lowdin_charge:R:1
C 0.65 6.33 -1.26 -0.05
C 1.09 5.45 -0.10 -0.25
O 2.46 5.05 -0.35 -0.27
S 3.47 5.04 0.86 0.54
C 2.66 4.03 2.06 -0.11
O 4.58 4.29 0.40 -0.26
O 3.61 6.37 1.34 -0.27
H 1.22 7.25 -1.33 0.08
H -0.41 6.56 -1.19 0.08
H 0.80 5.75 -2.17 0.07
H 1.09 6.02 0.84 0.11
H 0.45 4.58 -0.06 0.10
H 3.47 3.67 2.70 0.09
H 2.20 3.17 1.59 0.05
H 1.89 4.54 2.63 0.05
C -0.95 5.56 5.72 -0.06
C -0.74 5.02 4.33 -0.27
O -1.54 3.85 4.12 -0.25
S -1.01 2.85 3.00 0.57
C -2.55 1.98 2.70 -0.07
O -0.59 3.59 1.86 -0.28
O -0.11 1.92 3.62 -0.28
H -0.48 4.92 6.46 0.08
H -1.99 5.80 5.97 0.08
H -0.44 6.53 5.78 0.08
H -0.96 5.77 3.56 0.12
H 0.33 4.82 4.23 0.11
H -3.24 2.80 2.54 0.08
H -2.67 1.41 3.61 0.05
H -2.35 1.31 1.86 0.06
C -3.61 -0.94 -1.39 -0.06
C -4.74 -0.91 -2.37 -0.26
O -4.78 0.38 -3.01 -0.26
S -6.11 1.21 -2.79 0.56
C -7.28 0.24 -3.76 -0.09
O -6.45 1.12 -1.42 -0.27
O -5.91 2.45 -3.46 -0.27
H -2.66 -0.73 -1.89 0.05
H -3.49 -1.89 -0.87 0.09
H -3.68 -0.08 -0.71 0.09
H -4.55 -1.64 -3.16 0.12
H -5.68 -1.20 -1.90 0.12
H -7.85 -0.26 -2.98 0.06
H -6.69 -0.46 -4.35 0.07
H -7.92 0.89 -4.35 0.07
C 4.20 -2.52 3.05 -0.06
C 4.72 -1.75 4.25 -0.25
O 5.37 -0.55 3.80 -0.26
S 6.94 -0.54 3.66 0.54
C 7.43 -0.31 5.35 -0.12
O 7.35 -1.84 3.27 -0.27
O 7.30 0.61 2.92 -0.25
H 3.28 -2.13 2.61 0.06
H 4.07 -3.57 3.33 0.09
H 4.91 -2.50 2.23 0.09
H 3.91 -1.46 4.92 0.12
H 5.41 -2.38 4.80 0.11
H 8.48 -0.56 5.42 0.08
H 6.90 -1.06 5.93 0.06
H 7.14 0.68 5.69 0.07
C 3.23 0.30 0.46 -0.04
C 1.81 0.52 0.91 -0.28
O 1.04 -0.68 0.81 -0.23
S -0.39 -0.62 0.12 0.58
C -0.10 -1.38 -1.44 -0.10
O -1.24 -1.40 0.96 -0.28
O -0.72 0.76 -0.13 -0.29
H 3.86 1.19 0.58 0.08
H 3.29 0.02 -0.60 0.08
H 3.69 -0.54 0.98 0.06
H 1.86 0.91 1.94 0.11
H 1.34 1.42 0.50 0.10
H -0.68 -2.29 -1.56 0.05
H 0.96 -1.61 -1.49 0.06
H -0.39 -0.67 -2.21 0.05
C -0.89 -2.18 5.13 -0.05
C -1.97 -1.40 4.41 -0.24
O -3.06 -2.37 4.42 -0.26
S -4.52 -1.80 4.71 0.55
C -4.50 -1.87 6.48 -0.12
O -4.60 -0.44 4.28 -0.28
O -5.47 -2.75 4.26 -0.26
H 0.01 -1.56 5.20 0.08
H -0.66 -3.12 4.64 0.08
H -1.19 -2.31 6.17 0.08
H -2.18 -0.44 4.89 0.11
H -1.73 -1.14 3.38 0.10
H -5.45 -1.49 6.85 0.07
H -3.72 -1.18 6.80 0.07
H -4.32 -2.89 6.78 0.07
C 2.24 2.90 -2.78 -0.04
C 0.87 2.26 -2.80 -0.24
O 0.16 2.75 -3.98 -0.26
S -1.17 2.02 -4.43 0.57
C -2.26 2.62 -3.16 -0.09
O -1.52 2.66 -5.66 -0.26
O -1.01 0.60 -4.37 -0.27
H 2.76 2.47 -1.93 0.08
H 2.21 3.98 -2.79 0.07
H 2.81 2.59 -3.66 0.07
H 0.91 1.17 -2.86 0.10
H 0.30 2.55 -1.91 0.10
H -2.47 1.85 -2.42 0.06
H -3.17 2.95 -3.65 0.06
H -1.78 3.48 -2.71 0.07
O -2.05 -3.05 -3.52 -0.20
S -1.32 -4.22 -3.82 0.57
O 0.02 -4.36 -3.41 -0.19
O -2.15 -5.48 -3.28 -0.20
C -2.38 -6.46 -4.30 -0.16
C -2.42 -5.64 -5.58 -0.14
O -1.43 -4.62 -5.36 -0.18
H -1.58 -7.20 -4.29 0.14
H -3.31 -6.97 -4.08 0.13
H -3.38 -5.13 -5.67 0.13
H -2.14 -6.20 -6.46 0.14
O 2.44 -3.14 -0.80 -0.21
S 1.98 -4.18 0.03 0.56
O 2.94 -5.05 0.60 -0.22
O 1.01 -3.59 1.14 -0.21
C -0.19 -4.38 1.28 -0.13
C -0.41 -5.00 -0.10 -0.13
O 0.89 -5.04 -0.73 -0.19
H 0.00 -5.11 2.06 0.13
H -0.99 -3.67 1.51 0.11
H -1.08 -4.40 -0.70 0.11
H -0.74 -6.04 -0.12 0.14
O 1.42 -1.56 -4.19 -0.20
S 2.27 -0.85 -5.04 0.58
O 3.16 0.15 -4.57 -0.21
O 3.15 -1.93 -5.85 -0.19
C 3.38 -1.40 -7.16 -0.17
C 2.00 -0.89 -7.54 -0.14
O 1.53 -0.28 -6.33 -0.19
H 4.14 -0.62 -7.05 0.13
H 3.74 -2.18 -7.82 0.14
H 1.32 -1.72 -7.74 0.13
H 2.04 -0.16 -8.34 0.14
```